w) 2 unconnected molecules or ions with the total composition C17H19NO. Source: OMol25; level of theory: ωB97M-V/def2-TZVPD.

Summary:
**SMILES string**: Cc1c[nH]c2ccccc12.CCc1ccc(O)cc1
**HOMO level**: -7.89 eV

Geometry as XYZ:
```
38
C17H19NO ωB97M-V/def2-TZVPD
C 1.193 -2.102 2.938
C 0.809 -2.145 1.469
C 0.003 -2.954 0.749
N 0.132 -2.694 -0.622
C 1.128 -1.732 -0.767
C 1.662 -1.074 -1.884
C 2.656 -0.114 -1.656
C 3.092 0.305 -0.401
C 2.412 -0.261 0.681
C 1.579 -1.354 0.495
H 2.187 -2.565 2.961
H 0.550 -2.769 3.520
H 1.182 -1.063 3.223
H -0.676 -3.692 1.155
H -0.148 -3.208 -1.440
H 1.251 -1.289 -2.871
H 3.117 0.355 -2.534
H 3.949 0.957 -0.341
H 2.773 -0.028 1.687
C -2.970 0.785 1.918
C -1.523 0.484 1.401
C -1.370 1.119 -0.017
C -0.115 1.625 -0.289
C 0.074 2.380 -1.477
C -1.035 2.383 -2.301
O -0.835 2.894 -3.587
C -2.261 1.727 -2.155
C -2.423 1.106 -0.909
H -3.107 1.858 1.708
H -2.965 0.649 2.999
H -3.704 0.108 1.492
H -0.868 1.047 2.078
H -1.229 -0.554 1.411
H 0.702 1.576 0.434
H 1.097 2.584 -1.764
H 0.005 3.357 -3.693
H -2.959 1.650 -2.955
H -3.367 0.648 -0.655
```

x) 2 unconnected molecules or ions with the total composition C17H19NO. Source: OMol25; level of theory: ωB97M-V/def2-TZVPD.

Summary:
**SMILES string**: Cc1c[nH]c2ccccc12.CCc1ccc(O)cc1
**HOMO level**: -7.81 eV

Geometry as XYZ:
```
38
C17H19NO ωB97M-V/def2-TZVPD
C 2.496 3.029 1.388
C 1.418 2.619 2.360
C 1.340 2.925 3.678
N 0.143 2.478 4.210
C -0.582 1.924 3.190
C -1.845 1.330 3.213
C -2.269 0.738 2.048
C -1.561 0.735 0.832
C -0.368 1.412 0.857
C 0.166 1.990 2.004
H 2.308 3.977 0.960
H 2.581 2.227 0.652
H 3.447 3.073 1.909
H 2.109 3.244 4.363
H -0.063 2.445 5.191
H -2.323 1.140 4.162
H -3.114 0.068 2.147
H -1.866 0.320 -0.113
H 0.212 1.597 -0.048
C 2.369 -2.231 -3.559
C 1.816 -1.957 -2.157
C 0.301 -1.965 -2.100
C -0.367 -2.855 -1.266
C -1.750 -2.750 -1.154
C -2.415 -1.695 -1.773
O -3.798 -1.695 -1.695
C -1.772 -0.818 -2.611
C -0.378 -0.929 -2.712
H 3.357 -1.823 -3.749
H 1.779 -1.930 -4.387
H 2.501 -3.311 -3.694
H 2.255 -2.752 -1.551
H 2.178 -1.057 -1.686
H 0.191 -3.561 -0.667
H -2.336 -3.581 -0.833
H -4.055 -2.016 -0.834
H -2.281 -0.134 -3.276
H 0.176 -0.212 -3.299
```

y) 2 unconnected molecules or ions with the total composition C17H19NO. Source: OMol25; level of theory: ωB97M-V/def2-TZVPD.

Summary:
**SMILES string**: CCc1c[nH]c2ccccc12.Cc1ccc(O)cc1
**HOMO level**: -7.72 eV

Geometry as XYZ:
```
38
C17H19NO ωB97M-V/def2-TZVPD
C 2.179 2.078 -3.181
C 1.064 1.173 -3.680
C 0.097 0.773 -2.595
C -0.615 1.630 -1.804
N -1.410 0.887 -0.919
C -1.179 -0.428 -1.171
C -1.329 -1.545 -0.327
C -0.770 -2.742 -0.692
C -0.226 -2.907 -2.006
C -0.170 -1.844 -2.856
C -0.398 -0.546 -2.328
H 3.070 1.558 -2.807
H 1.932 2.714 -2.336
H 2.650 2.622 -4.004
H 0.510 1.778 -4.394
H 1.421 0.266 -4.165
H -0.352 2.633 -1.502
H -1.751 1.407 -0.130
H -1.850 -1.427 0.616
H -1.127 -3.626 -0.179
H -0.115 -3.922 -2.363
H 0.073 -1.929 -3.905
C 1.742 -2.129 2.772
C 1.054 -0.782 2.785
C 0.201 -0.436 3.812
C -0.567 0.738 3.845
C -0.555 1.494 2.698
O -1.474 2.514 2.443
C 0.292 1.207 1.631
C 1.122 0.104 1.709
H 1.077 -2.921 3.100
H 2.646 -2.110 3.386
H 2.100 -2.290 1.757
H 0.060 -1.091 4.656
H -1.067 0.906 4.782
H -1.895 2.693 3.259
H 0.339 1.809 0.745
H 1.820 0.029 0.886
```

Most stable to least stable, the ends of the list are x) and y).

w) C21H28N6O2S in the gas phase. Source: OMol25; level of theory: ωB97M-V/def2-TZVPD.

Summary:
**SMILES string**: [H]/N=c1/c2c(C)[nH]nc2nc(SCC(=O)N(CCC)CCC)n1-c1ccc(OC)cc1
**HOMO level**: -7.98 eV

Geometry as XYZ:
```
58
C21H28N6O2S ωB97M-V/def2-TZVPD
H -3.083 -2.470 0.504
N -3.122 -1.630 1.074
C -2.310 -0.716 0.751
C -2.220 0.525 1.468
C -2.870 1.053 2.569
C -3.955 0.493 3.406
N -2.307 2.264 2.769
N -1.341 2.570 1.888
C -1.275 1.519 1.088
N -0.438 1.372 0.025
C -0.526 0.249 -0.596
S 0.540 0.012 -1.970
C 1.666 1.386 -1.613
C 2.224 1.184 -0.203
O 2.288 0.070 0.283
N 2.675 2.281 0.433
C 2.635 3.624 -0.104
C 1.292 4.336 0.123
C 1.093 4.799 1.560
C 3.265 2.095 1.747
C 4.772 1.844 1.659
C 5.389 1.696 3.043
N -1.382 -0.776 -0.319
C -1.293 -1.981 -1.072
C -2.308 -2.330 -1.955
C -2.225 -3.511 -2.660
C -1.127 -4.359 -2.499
O -1.145 -5.495 -3.244
C -0.061 -6.387 -3.141
C -0.115 -4.002 -1.612
C -0.203 -2.821 -0.899
H -4.845 1.120 3.356
H -3.643 0.423 4.448
H -4.190 -0.499 3.031
H -2.539 2.931 3.489
H 2.469 1.314 -2.348
H 1.114 2.312 -1.732
H 3.432 4.195 0.379
H 2.861 3.593 -1.174
H 0.475 3.658 -0.124
H 1.251 5.198 -0.547
H 1.941 5.389 1.906
H 0.950 3.944 2.212
H 0.199 5.412 1.626
H 3.065 2.981 2.352
H 2.780 1.232 2.209
H 4.939 0.934 1.080
H 5.250 2.672 1.130
H 5.237 2.600 3.629
H 6.458 1.512 2.967
H 4.933 0.863 3.573
H -3.156 -1.675 -2.085
H -3.001 -3.802 -3.350
H -0.286 -7.202 -3.827
H 0.038 -6.785 -2.126
H 0.879 -5.911 -3.440
H 0.746 -4.634 -1.465
H 0.583 -2.540 -0.214
```

x) C21H28N6O2S in the gas phase. Source: OMol25; level of theory: ωB97M-V/def2-TZVPD.

Summary:
**SMILES string**: [H]/N=c1/c2c(C)[nH]nc2nc(SCC(=O)N(CCC)CCC)n1-c1ccc(OC)cc1
**HOMO level**: -8.02 eV

Geometry as XYZ:
```
58
C21H28N6O2S ωB97M-V/def2-TZVPD
H 2.751 2.732 -0.285
N 1.791 3.060 -0.251
C 0.930 2.195 0.078
C -0.474 2.491 0.142
C -1.238 3.617 -0.109
C -0.834 4.983 -0.511
N -2.517 3.233 0.090
N -2.652 1.946 0.450
C -1.414 1.480 0.487
N -1.048 0.211 0.811
C 0.213 -0.037 0.734
S 0.722 -1.671 1.127
C -0.909 -2.445 0.957
C -1.434 -2.108 -0.440
O -0.658 -1.868 -1.347
N -2.769 -2.153 -0.617
C -3.723 -2.416 0.439
C -4.087 -1.177 1.268
C -4.791 -1.571 2.560
C -3.279 -1.805 -1.932
C -3.702 -0.330 -2.059
C -5.210 -0.165 -2.216
N 1.200 0.840 0.400
C 2.533 0.361 0.248
C 3.527 0.752 1.138
C 4.818 0.304 0.960
C 5.135 -0.544 -0.103
O 6.436 -0.929 -0.183
C 6.820 -1.795 -1.224
C 4.133 -0.932 -0.989
C 2.841 -0.474 -0.816
H 0.245 4.992 -0.633
H -1.118 5.709 0.250
H -1.309 5.266 -1.449
H -3.344 3.802 -0.002
H -0.744 -3.519 1.052
H -1.539 -2.075 1.758
H -4.625 -2.822 -0.028
H -3.323 -3.194 1.096
H -4.737 -0.524 0.688
H -3.184 -0.606 1.487
H -4.146 -2.186 3.184
H -5.698 -2.135 2.348
H -5.064 -0.683 3.124
H -2.474 -2.023 -2.637
H -4.123 -2.463 -2.155
H -3.360 0.214 -1.178
H -3.209 0.111 -2.926
H -5.556 -0.654 -3.125
H -5.469 0.889 -2.276
H -5.741 -0.599 -1.372
H 3.284 1.404 1.964
H 5.605 0.594 1.638
H 6.286 -2.749 -1.170
H 7.885 -1.970 -1.082
H 6.657 -1.340 -2.207
H 4.345 -1.586 -1.819
H 2.059 -0.777 -1.497
```

Most stable to least stable, the ends of the list are w) and x).

w) C3H4P2 in the gas phase. Source: OMol25; level of theory: ωB97M-V/def2-TZVPD.

Summary:
**SMILES string**: C=CP1#P=C1
**HOMO level**: -8.47 eV

Geometry as XYZ:
```
9
C3H4P2 ωB97M-V/def2-TZVPD
C -0.790 0.313 0.057
C -0.154 -0.385 1.031
P 0.966 -1.843 0.829
P 0.616 -2.458 -1.348
C 2.024 -1.695 -0.930
H -1.525 1.058 0.427
H -0.604 0.208 -0.963
H -0.348 -0.062 2.103
H 2.658 -0.866 -1.074
```

x) A molecular structure, C3H4P2. Source: OMol25; level of theory: ωB97M-V/def2-TZVPD.

Summary:
**HOMO level**: -8.94 eV

Geometry as XYZ:
```
9
C3H4P2 ωB97M-V/def2-TZVPD
C 1.654 -0.585 0.662
C 1.140 0.491 1.269
C 0.975 -0.203 -0.489
P -0.676 -1.092 -0.638
P 1.155 1.643 -0.162
H 1.854 -1.481 1.057
H -1.062 -0.490 0.607
H -1.166 -0.283 -1.554
H -0.252 2.045 -0.205
```

Most stable to least stable, the ends of the list are w) and x).

w) C3H6F2 in the gas phase. Source: OMol25; level of theory: ωB97M-V/def2-TZVPD.

Summary:
**SMILES string**: CCC(F)F
**HOMO level**: -11.19 eV

Geometry as XYZ:
```
11
C3H6F2 ωB97M-V/def2-TZVPD
C -1.251 0.207 0.283
C 0.044 -0.441 -0.644
C 1.239 0.161 0.144
F 2.533 -0.246 0.141
F 1.025 1.387 -0.341
H -2.091 -0.099 -0.388
H -1.486 -0.419 1.339
H -1.106 1.307 0.377
H 0.162 -1.532 -0.522
H 0.061 -0.494 -1.665
H 0.870 0.169 1.276
```

x) A molecular structure, C3H6F2. Source: OMol25; level of theory: ωB97M-V/def2-TZVPD.

Summary:
**HOMO level**: -10.18 eV

Geometry as XYZ:
```
11
C3H6F2 ωB97M-V/def2-TZVPD
C 0.787 0.399 -0.009
C -0.389 -0.406 -0.520
C -2.048 -0.063 0.371
F -3.005 -0.955 -0.019
F -2.365 1.186 -0.052
H 0.594 1.332 -0.375
H 0.803 0.258 1.005
H 1.775 0.045 -0.547
H -0.530 -0.110 -1.474
H -0.136 -1.370 -0.257
H -1.805 0.056 1.490
```

Most stable to least stable, the ends of the list are x) and w).

w) 2 unconnected molecules or ions with the total composition CH3ClO2PS. Source: OMol25; level of theory: ωB97M-V/def2-TZVPD.

Summary:
**Total charge**: -1
**HOMO level**: -4.19 eV

Geometry as XYZ:
```
9
CH3ClO2PS ωB97M-V/def2-TZVPD
C 0.865 0.153 1.001
O -2.767 -1.325 -1.271
O -1.739 0.997 -0.965
P -1.729 -0.426 -0.761
S -0.441 -1.133 0.761
Cl 2.508 0.615 -1.910
H 1.058 0.769 0.066
H 1.540 -0.528 1.205
H 0.704 0.878 1.873
```

x) A gas-phase ion, CH3ClO2PS (charge -1). Source: OMol25; level of theory: ωB97M-V/def2-TZVPD.

Summary:
**Total charge**: -1
**HOMO level**: -4.93 eV

Geometry as XYZ:
```
9
CH3ClO2PS ωB97M-V/def2-TZVPD
C 1.061 0.265 -0.158
O -3.179 -0.200 0.401
O -1.552 1.683 0.219
P -1.865 0.290 -0.105
S 0.050 -1.127 -0.124
Cl 1.928 -2.697 0.170
H 1.349 0.470 -1.231
H 1.733 0.221 0.620
H 0.475 1.094 0.208
```

Most stable to least stable, the ends of the list are w) and x).

w) A gas-phase ion, C8H9N2O (charge +1). Source: OMol25; level of theory: ωB97M-V/def2-TZVPD.

Summary:
**Total charge**: +1
**HOMO level (spin up / spin down)**: -12.59 / -12.59 eV

Geometry as XYZ:
```
20
C8H9N2O ωB97M-V/def2-TZVPD
C 2.751 0.191 0.553
C 3.305 -0.802 -0.218
C 1.391 0.455 0.487
C 2.444 -1.434 -1.174
C 1.033 -1.184 -1.203
C 3.119 -2.254 -2.027
C -1.366 0.816 0.612
C -1.537 -0.992 -1.103
N 0.573 -0.320 -0.255
N -0.762 -0.246 -0.143
O 3.777 -2.906 -2.673
H 3.363 0.776 1.221
H 4.342 -1.080 -0.128
H 0.974 1.277 1.044
H -1.031 0.792 1.652
H -1.156 1.803 0.186
H -2.441 0.665 0.611
H -2.590 -0.917 -0.850
H -1.381 -0.615 -2.117
H -1.239 -2.041 -1.080
```

x) A gas-phase ion, C8H9N2O (charge +1). Source: OMol25; level of theory: ωB97M-V/def2-TZVPD.

Summary:
**Total charge**: +1
**SMILES string**: CO/N=C/C=C\C1=C=[NH+]C=C1
**HOMO level (spin up / spin down)**: -12.52 / -13.12 eV

Geometry as XYZ:
```
20
C8H9N2O ωB97M-V/def2-TZVPD
C -3.077 1.144 1.570
O -1.991 1.791 0.765
N -1.160 1.104 0.088
C -1.480 0.117 -0.651
C -0.579 -0.381 -1.574
C 0.810 -0.449 -1.571
C 1.863 -0.312 -0.620
C 1.794 -0.561 0.797
N 2.950 -0.451 1.368
C 3.935 -0.404 0.307
C 3.288 -0.380 -0.851
H -3.867 1.014 0.777
H -3.451 1.804 2.283
H -2.877 0.121 1.935
H -2.468 -0.263 -0.944
H -0.867 -0.669 -2.615
H 1.308 -0.672 -2.598
H 3.094 -0.781 2.305
H 5.040 -0.460 0.387
H 3.708 -0.432 -1.814
```

Most stable to least stable, the ends of the list are w) and x).

w) C3HFO3 in the gas phase. Source: OMol25; level of theory: ωB97M-V/def2-TZVPD.

Summary:
**SMILES string**: O=c1occ(F)o1
**HOMO level**: -9.80 eV

Geometry as XYZ:
```
8
C3HFO3 ωB97M-V/def2-TZVPD
O -1.864 -0.849 1.124
C -0.847 -0.513 0.625
O 0.402 -0.703 1.097
C 1.310 0.003 0.287
C 0.583 0.495 -0.690
F 0.987 1.222 -1.683
O -0.722 0.182 -0.570
H 2.316 0.056 0.600
```

x) 2 unconnected molecules or ions with the total composition C3HFO3. Source: OMol25; level of theory: ωB97M-V/def2-TZVPD.

Summary:
**SMILES string**: O=C=CF.O=C=O
**HOMO level**: -9.86 eV

Geometry as XYZ:
```
8
C3HFO3 ωB97M-V/def2-TZVPD
O -1.286 1.418 0.599
C -0.901 0.827 -0.307
C -0.135 0.282 -1.225
F 0.103 0.878 -2.403
H -0.267 -0.703 -1.266
O 1.577 0.028 0.740
C 1.639 0.854 -0.080
O 1.918 1.699 -0.783
```

Most stable to least stable, the ends of the list are w) and x).

w) C17H25N3O in the gas phase. Source: OMol25; level of theory: ωB97M-V/def2-TZVPD.

Summary:
**SMILES string**: C=CCN(CC#N)C(=O)[C@@H](N)[C@]12C[C@H]3C[C@H](C[C@H](C3)C1)C2
**HOMO level**: -9.46 eV

Geometry as XYZ:
```
46
C17H25N3O ωB97M-V/def2-TZVPD
C 0.736 -1.654 -4.131
C -0.042 -0.592 -3.705
C -1.578 -0.592 -3.605
N -1.850 -0.603 -2.164
C -2.139 -1.910 -1.524
C -3.556 -1.997 -1.191
N -4.656 -2.121 -0.852
C -1.619 0.582 -1.402
O -1.266 1.582 -1.973
C -1.629 0.676 0.155
N -2.505 -0.270 0.889
C -0.223 0.622 0.842
C -0.329 0.940 2.361
C 1.059 0.905 3.055
C 1.752 -0.445 2.837
C 1.896 -0.744 1.334
C 2.756 0.325 0.672
C 2.119 1.696 0.906
C 1.914 1.976 2.413
C 0.733 1.667 0.227
C 0.463 -0.754 0.729
H 0.274 -2.591 -4.369
H 1.832 -1.552 -4.135
H 0.459 0.327 -3.528
H -2.031 -1.475 -4.085
H -2.022 0.298 -4.066
H -1.889 -2.750 -2.216
H -1.530 -2.099 -0.649
H -2.060 1.659 0.347
H -2.423 -0.046 1.872
H -3.490 -0.241 0.594
H -0.827 1.887 2.546
H -0.930 0.190 2.906
H 0.952 1.048 4.110
H 1.133 -1.262 3.294
H 2.750 -0.415 3.256
H 2.416 -1.709 1.218
H 3.775 0.296 1.100
H 2.804 0.130 -0.373
H 2.719 2.494 0.465
H 2.837 2.021 2.924
H 1.462 2.956 2.545
H 0.967 1.398 -0.783
H 0.285 2.670 0.302
H 0.612 -0.992 -0.341
H -0.109 -1.529 1.194
```

x) C17H25N3O in the gas phase. Source: OMol25; level of theory: ωB97M-V/def2-TZVPD.

Summary:
**SMILES string**: Cc1cccc(/C=N/NC(=O)CN2CCCCCCC2)c1
**HOMO level**: -7.96 eV

Geometry as XYZ:
```
46
C17H25N3O ωB97M-V/def2-TZVPD
C -2.707 -7.360 -0.890
C -1.876 -6.193 -0.450
C -0.822 -6.379 0.439
C -0.055 -5.306 0.863
C -0.327 -4.032 0.407
C -1.380 -3.822 -0.485
C -1.690 -2.498 -0.977
N -1.020 -1.479 -0.611
N -1.339 -0.269 -1.083
C -0.670 0.872 -0.723
O -1.021 1.937 -1.180
C 0.463 0.623 0.266
N 1.223 1.752 0.732
C 0.405 2.698 1.479
C 1.208 3.848 2.094
C 0.863 5.224 1.516
C 0.767 5.310 -0.009
C 1.976 4.768 -0.777
C 1.848 3.308 -1.227
C 2.236 2.252 -0.176
C -2.144 -4.912 -0.904
H -2.072 -8.192 -1.188
H -3.337 -7.700 -0.068
H -3.348 -7.091 -1.725
H -0.603 -7.374 0.800
H 0.759 -5.469 1.553
H 0.259 -3.185 0.726
H -2.531 -2.409 -1.677
H -2.121 -0.163 -1.737
H 1.140 -0.104 -0.193
H 0.010 0.129 1.134
H -0.060 2.111 2.281
H -0.409 3.105 0.868
H 2.270 3.651 1.973
H 1.020 3.885 3.169
H -0.099 5.545 1.925
H 1.617 5.935 1.864
H 0.635 6.366 -0.257
H -0.128 4.792 -0.358
H 2.096 5.373 -1.680
H 2.884 4.896 -0.184
H 2.516 3.165 -2.081
H 0.832 3.122 -1.573
H 2.625 1.374 -0.699
H 3.066 2.645 0.422
H -2.960 -4.752 -1.596
```

Most stable to least stable, the ends of the list are w) and x).

w) C5H9FSi in the gas phase. Source: OMol25; level of theory: ωB97M-V/def2-TZVPD.

Summary:
**SMILES string**: C[Si](C)(C)C#CF
**HOMO level**: -10.10 eV

Geometry as XYZ:
```
16
C5H9FSi ωB97M-V/def2-TZVPD
C -0.773 -0.093 1.503
Si -0.021 -0.046 -0.167
C -1.030 1.325 -1.005
C -0.040 -1.732 -0.849
C 1.733 0.250 0.094
C 2.827 0.693 0.321
F 4.044 1.125 0.563
H -0.595 -1.039 2.035
H -1.830 0.129 1.392
H -0.415 0.672 2.199
H -1.906 1.106 -1.633
H -1.416 1.761 -0.112
H -0.528 2.233 -1.364
H 0.958 -2.179 -1.101
H -0.494 -1.898 -1.783
H -0.513 -2.308 -0.095
```

x) C5H9FSi in the gas phase. Source: OMol25; level of theory: ωB97M-V/def2-TZVPD.

Summary:
**SMILES string**: C=C[SiH](C=C)CF
**HOMO level**: -9.98 eV

Geometry as XYZ:
```
16
C5H9FSi ωB97M-V/def2-TZVPD
C -1.164 1.506 1.486
C 0.028 1.216 0.985
Si 0.347 0.421 -0.695
C 1.601 -0.976 -0.496
C 1.675 -1.693 0.617
C -1.270 -0.364 -1.382
F -2.187 0.623 -1.693
H -1.285 2.003 2.436
H -2.080 1.263 0.968
H 0.904 1.499 1.558
H 0.650 1.655 -1.691
H 2.258 -1.215 -1.323
H 2.359 -2.517 0.746
H 1.033 -1.472 1.454
H -1.102 -0.926 -2.305
H -1.768 -1.023 -0.664
```

Most stable to least stable, the ends of the list are x) and w).